# 1
C12H39N3O6 | ωB97M-V/def2-TZVPD

ORCA input file:
```
! RIJCOSX wB97M-V def2-TZVPD def2/J DEFGRID3
* xyz 0 1
C -2.42 -0.82 -1.68
O -2.94 0.44 -2.04
C -1.99 1.48 -1.89
C -2.81 2.76 -1.72
C -3.36 3.31 -3.04
N -2.03 3.77 -1.00
H -1.49 -1.09 -2.21
H -3.13 -1.60 -1.94
H -2.19 -0.86 -0.61
H -1.38 1.33 -1.00
H -1.36 1.50 -2.78
H -3.62 2.48 -1.04
H -2.53 3.45 -3.74
H -3.88 4.27 -2.94
H -4.07 2.58 -3.41
H -1.33 4.20 -1.60
H -2.64 4.55 -0.76
C -1.26 -6.18 4.99
O -0.48 -5.07 4.65
C -0.73 -4.67 3.32
C 0.42 -3.86 2.76
C 0.68 -2.59 3.61
N 0.35 -3.56 1.33
H -1.16 -6.33 6.07
H -0.97 -7.10 4.47
H -2.33 -6.03 4.79
H -0.82 -5.55 2.67
H -1.70 -4.16 3.27
H 1.32 -4.47 2.92
H -0.15 -1.87 3.52
H 1.55 -2.00 3.32
H 0.73 -2.83 4.67
H -0.39 -2.87 1.19
H 1.19 -3.00 1.15
C 1.45 5.45 -1.12
O 1.24 4.06 -1.26
C 2.44 3.38 -1.56
C 2.30 1.90 -1.30
C 3.62 1.21 -1.62
N 1.23 1.25 -2.09
H 2.16 5.71 -0.33
H 0.51 5.97 -0.93
H 1.86 5.83 -2.06
H 2.73 3.57 -2.61
H 3.29 3.74 -0.97
H 2.09 1.76 -0.23
H 3.62 0.12 -1.54
H 4.31 1.51 -0.80
H 4.20 1.64 -2.44
H 1.56 1.15 -3.04
H 0.51 1.96 -2.19
O 1.83 -3.68 -1.39
H 1.86 -2.73 -1.55
H 1.33 -3.76 -0.57
O -0.05 0.54 1.68
H 0.51 0.59 2.46
H -0.28 1.45 1.48
O 0.89 -1.13 -0.51
H 1.14 -0.37 -1.08
H 0.54 -0.71 0.29
*
```

SMILES: COC[C@H](C)N.COC[C@H](C)N.COC[C@H](C)N.O.O.O
E_HOMO: -9.37 eV
HOMO-LUMO gap: 9.722 eV

---

# 2
C34H28O3S2Tl | ωB97M-V/def2-TZVPD

ORCA input file:
```
! RIJCOSX wB97M-V def2-TZVPD def2/J DEFGRID3
* xyz 1 1
Tl 4.15 1.74 -0.58
C -2.46 -5.30 -1.51
C -1.29 -4.31 -1.38
C -0.01 -4.71 -0.96
C 1.05 -3.85 -0.92
C 0.86 -2.51 -1.33
C -0.41 -2.13 -1.83
C -1.46 -3.00 -1.78
S 2.19 -1.44 -1.18
O 1.82 -0.10 -1.76
C 2.29 -1.00 0.57
C 3.52 -1.30 1.24
C 3.82 -0.79 2.51
C 2.83 0.05 3.16
C 3.21 0.79 4.31
C 2.30 1.58 4.93
C 0.97 1.63 4.44
C 0.56 0.96 3.34
C 1.56 0.20 2.60
C 1.30 -0.30 1.30
C -0.09 -0.08 0.86
C -1.09 -1.00 1.27
C -0.83 -2.19 1.96
C -1.79 -3.11 2.16
C -3.18 -2.81 1.90
C -3.50 -1.61 1.35
C -2.51 -0.65 1.05
C -2.77 0.51 0.35
C -1.78 1.42 -0.04
C -0.44 1.11 0.25
S 0.80 2.33 -0.08
O 0.79 3.36 1.02
C 0.14 2.98 -1.62
C 0.31 2.26 -2.79
C -0.25 2.71 -4.00
C -0.96 3.91 -4.05
C -1.72 4.34 -5.29
C -0.97 4.70 -2.87
C -0.49 4.17 -1.65
H -2.48 -6.03 -0.64
H -2.22 -5.85 -2.43
H -3.40 -4.84 -1.70
H 0.20 -5.75 -0.76
H 2.09 -4.23 -0.72
H -0.52 -1.15 -2.24
H -2.40 -2.69 -2.17
H 4.27 -1.87 0.59
H 4.80 -1.05 2.91
H 4.23 0.72 4.66
H 2.56 2.13 5.77
H 0.29 2.31 4.91
H -0.42 1.17 2.98
H 0.18 -2.49 2.29
H -1.41 -4.04 2.58
H -3.95 -3.49 2.06
H -4.52 -1.33 1.09
H -3.83 0.68 0.10
H -2.13 2.26 -0.60
H 0.78 1.33 -2.79
H -0.07 2.15 -4.90
H -1.81 3.54 -5.99
H -1.33 5.17 -5.90
H -2.62 4.73 -4.94
H -1.47 5.68 -2.89
H -0.65 4.78 -0.74
O 3.47 3.38 1.29
H 3.43 2.57 1.89
H 2.49 3.62 1.35
*
```

E_HOMO: -10.91 eV
HOMO-LUMO gap: 7.779 eV

---

# 3
C23H25GeMgO4Se2 | ωB97M-V/def2-TZVPD

ORCA input file:
```
! RIJCOSX wB97M-V def2-TZVPD def2/J DEFGRID3
* xyz 0 2
Mg 0.16 1.87 0.33
C 3.60 0.86 -0.83
Se 2.80 2.61 -0.61
C 3.61 3.02 1.12
C 2.89 2.38 2.31
Se 1.13 3.20 2.52
C 0.39 1.93 3.78
H 4.65 0.97 -1.09
H 3.07 0.36 -1.64
H 3.48 0.28 0.08
H 3.62 4.11 1.21
H 4.65 2.69 1.08
H 3.46 2.53 3.23
H 2.74 1.31 2.16
H 0.47 0.92 3.38
H -0.66 2.19 3.91
H 0.91 2.01 4.73
O -3.75 3.08 0.39
C -2.61 2.79 0.43
O -1.73 2.26 1.09
C -1.66 3.41 -1.30
O -2.41 3.95 -2.02
O -0.48 3.08 -1.15
C 1.92 -1.79 1.40
Ge 0.43 -0.75 0.60
C -1.14 -1.66 1.38
C -2.02 -1.02 2.25
C -3.11 -1.68 2.79
C -3.35 -3.01 2.47
C -2.49 -3.66 1.59
C -1.40 -3.00 1.06
C 0.42 -1.33 -1.31
C 1.46 -2.04 -1.85
C 1.55 -2.29 -3.24
C 0.60 -1.80 -4.09
C -0.50 -1.07 -3.59
C -1.50 -0.55 -4.45
C -2.57 0.14 -3.95
C -2.70 0.32 -2.56
C -1.75 -0.17 -1.71
C -0.60 -0.85 -2.19
H 1.66 -2.85 1.37
H 2.05 -1.52 2.45
H 2.88 -1.67 0.89
H -1.86 0.03 2.50
H -3.78 -1.16 3.46
H -4.21 -3.52 2.88
H -2.68 -4.70 1.33
H -0.75 -3.52 0.36
H 2.25 -2.43 -1.21
H 2.38 -2.86 -3.63
H 0.67 -1.97 -5.16
H -1.39 -0.71 -5.51
H -3.32 0.54 -4.62
H -3.57 0.84 -2.17
H -1.90 -0.07 -0.64
*
```

E_HOMO (alpha / beta): -7.70 / -7.70 eV
HOMO-LUMO gap (alpha / beta): 7.764 / 6.420 eV
⟨S²⟩: 0.75

---

# 4
C16H27O2Si | ωB97M-V/def2-TZVPD

ORCA input file:
```
! RIJCOSX wB97M-V def2-TZVPD def2/J DEFGRID3
* xyz 1 1
C 4.05 0.21 1.69
O 2.63 0.46 1.81
C 1.77 -0.52 1.78
C 0.38 -0.23 1.73
C -0.52 -1.32 1.72
C -1.88 -1.09 1.69
C -2.39 0.22 1.68
C -3.86 0.45 1.66
C -1.49 1.30 1.68
C -0.13 1.11 1.70
H 4.52 1.19 1.66
H 4.42 -0.35 2.56
H 4.28 -0.34 0.77
H 2.13 -1.55 1.74
H -0.09 -2.33 1.72
H -2.58 -1.93 1.68
H -4.09 1.51 1.66
H -4.32 -0.01 0.77
H -4.34 -0.01 2.53
H -1.90 2.32 1.66
H 0.58 1.94 1.69
C 1.60 0.27 6.19
C 2.23 -1.04 5.86
C 3.68 -1.16 5.60
C 1.41 -2.12 5.93
O 1.88 -3.36 5.79
Si 0.99 -4.75 6.20
C 2.01 -6.22 5.71
C 0.72 -4.71 8.05
C -0.61 -4.69 5.23
H 2.34 1.09 6.17
H 0.79 0.51 5.48
H 1.15 0.24 7.20
H 4.15 -0.16 5.66
H 4.18 -1.80 6.34
H 3.88 -1.57 4.60
H 0.34 -2.01 6.17
H 1.48 -7.15 5.96
H 2.21 -6.23 4.63
H 2.97 -6.23 6.23
H 0.13 -5.57 8.38
H 1.69 -4.74 8.58
H 0.20 -3.80 8.37
H -1.23 -5.56 5.48
H -1.18 -3.78 5.44
H -0.40 -4.72 4.15
*
```

E_HOMO: -10.31 eV
HOMO-LUMO gap: 5.074 eV

---

# 5
C8H9B2F14N4NiO4S2 | ωB97M-V/def2-TZVPD

ORCA input file:
```
! RIJCOSX wB97M-V def2-TZVPD def2/J DEFGRID3
* xyz 0 4
Ni 0.30 0.12 -0.12
B 3.51 0.02 0.24
F 3.34 0.48 1.50
F 2.31 -0.26 -0.29
F 4.03 1.11 -0.37
F 4.38 -1.04 0.20
B 1.30 3.20 0.56
F 0.18 4.05 0.69
F 2.36 3.87 -0.05
F 1.56 3.08 1.86
F 1.05 1.99 0.00
C -3.17 -2.06 -0.21
F -3.66 -3.31 -0.15
F -4.13 -1.25 -0.65
F -2.76 -1.69 1.00
S -1.72 -1.98 -1.46
O -1.83 -3.30 -2.08
O -2.07 -0.90 -2.40
N -0.27 -1.65 -0.51
S 0.07 -3.09 0.16
O 1.02 -2.94 1.26
O -0.98 -4.06 0.40
C 1.26 -3.97 -1.17
F 0.57 -4.16 -2.28
F 2.35 -3.23 -1.40
F 1.66 -5.15 -0.84
C 0.98 -0.12 4.68
C 0.73 0.13 3.28
N 0.59 0.18 2.14
H 0.12 -0.67 5.07
H 1.32 0.72 5.29
H 1.81 -0.82 4.61
C -2.83 3.25 1.05
C -2.19 2.01 0.70
N -1.61 1.03 0.39
H -2.14 4.04 1.34
H -3.44 3.14 1.95
H -3.45 3.57 0.21
C -0.21 1.80 -4.50
C 0.05 1.16 -3.24
N 0.35 0.66 -2.23
H -1.24 2.11 -4.69
H 0.16 1.21 -5.35
H 0.33 2.74 -4.60
*
```

E_HOMO (alpha / beta): -10.62 / -10.61 eV
HOMO-LUMO gap (alpha / beta): 10.740 / 2.777 eV
⟨S²⟩: 3.76

---

# 6
C5H10N2S | ωB97M-V/def2-TZVPD

ORCA input file:
```
! RIJCOSX wB97M-V def2-TZVPD def2/J DEFGRID3
* xyz 0 1
C 2.40 -0.97 0.07
N 1.30 -0.72 0.97
C 0.49 0.47 0.61
C -0.46 0.81 1.77
C -1.76 0.07 1.41
N -1.66 -0.04 -0.04
C -0.46 0.24 -0.57
S -0.08 0.20 -2.17
H 3.08 -0.06 0.06
H 2.97 -1.82 0.43
H 2.15 -1.18 -0.96
H 0.75 -1.56 1.02
H 1.21 1.32 0.40
H -0.04 0.58 2.74
H -0.68 1.94 1.76
H -1.83 -0.96 1.86
H -2.70 0.57 1.70
H -2.42 -0.29 -0.61
*
```

SMILES: CN[C@@H]1CCNC1=S
E_HOMO: -8.07 eV
HOMO-LUMO gap: 8.843 eV

---

# 7
C6H11N | ωB97M-V/def2-TZVPD

ORCA input file:
```
! RIJCOSX wB97M-V def2-TZVPD def2/J DEFGRID3
* xyz 0 1
C -2.59 1.20 -2.38
C -1.30 0.95 -1.75
C -0.88 -0.17 -1.07
C 0.41 -0.20 -0.44
C 0.61 -0.46 0.88
N 1.92 -0.58 1.43
C 2.17 -1.04 2.87
H -2.61 0.61 -3.35
H -3.57 0.99 -1.88
H -2.56 2.21 -2.83
H -0.64 1.81 -1.59
H -1.39 -1.03 -1.17
H 1.27 -0.28 -1.06
H -0.20 -0.54 1.66
H 2.67 0.08 1.01
H 1.44 -1.66 3.23
H 2.11 -0.24 3.61
H 3.14 -1.66 2.81
*
```

SMILES: C/C=C/C=C/NC
E_HOMO: -7.56 eV
HOMO-LUMO gap: 8.715 eV

---

# 8
C4H12N2O2 | ωB97M-V/def2-TZVPD

ORCA input file:
```
! RIJCOSX wB97M-V def2-TZVPD def2/J DEFGRID3
* xyz 0 1
C -0.58 1.67 1.99
C -0.96 1.53 0.53
O -1.38 2.48 -0.11
N -0.93 0.27 -0.02
C -0.67 -0.95 0.71
C -0.39 -2.19 -0.16
N 0.85 -2.26 -0.85
H -1.01 2.60 2.35
H -1.23 0.94 2.49
H 0.44 1.42 2.25
H -1.03 0.27 -1.01
H 0.12 -0.72 1.42
H -1.49 -1.28 1.38
H -0.55 -3.08 0.46
H -1.19 -2.13 -0.92
H 1.01 -1.63 -1.62
H 1.65 -2.12 -0.24
O 2.98 -0.22 -1.81
H 3.06 0.09 -2.72
H 3.71 0.16 -1.33
*
```

SMILES: CC(=O)NCCN.O
E_HOMO: -9.03 eV
HOMO-LUMO gap: 9.557 eV

---

# 9
C3H11N3O2 | ωB97M-V/def2-TZVPD

ORCA input file:
```
! RIJCOSX wB97M-V def2-TZVPD def2/J DEFGRID3
* xyz 1 2
N -1.32 -2.40 0.24
C -0.14 -2.48 -0.47
N 0.89 -3.00 0.31
O -0.10 -2.15 -1.66
H -1.45 -3.11 0.94
H -2.10 -2.24 -0.39
H 1.75 -2.78 -0.11
H 0.89 -2.61 1.25
C -1.13 1.32 -0.39
N -0.10 2.38 -0.33
C 1.06 1.93 0.38
O 2.10 2.94 0.46
H -0.74 0.35 -0.89
H -1.97 1.60 -1.02
H -1.53 1.08 0.64
H -0.47 3.20 0.20
H 0.74 1.74 1.42
H 1.49 1.00 -0.10
H 2.13 3.22 -0.48
*
```

E_HOMO (alpha / beta): -13.34 / -13.33 eV
HOMO-LUMO gap (alpha / beta): 9.884 / 4.243 eV
⟨S²⟩: 0.75

---

# 10
C21H50CuN6O4SSb | ωB97M-V/def2-TZVPD

ORCA input file:
```
! RIJCOSX wB97M-V def2-TZVPD def2/J DEFGRID3
* xyz 0 1
Cu 1.21 1.02 3.21
C 3.34 1.99 -1.47
N 3.58 1.39 -0.16
C 4.39 0.19 -0.11
C 2.73 1.63 0.88
N 2.74 0.96 1.99
N 1.87 2.69 0.66
C 0.99 3.29 1.55
N 0.09 4.10 0.88
N 1.08 3.15 2.82
H 3.35 3.08 -1.39
H 2.40 1.66 -1.91
H 4.16 1.71 -2.13
H 5.01 0.15 -1.00
H 3.77 -0.72 -0.09
H 5.05 0.20 0.76
H 3.41 0.21 1.98
H 1.57 2.79 -0.30
H -0.26 3.67 0.02
H -0.65 4.43 1.47
H 0.36 3.71 3.28
C -1.63 -1.69 2.82
N -2.22 -0.41 3.17
C -3.43 -0.06 2.45
C -1.44 0.51 3.74
C -1.97 1.92 3.86
O -0.31 0.21 4.17
H -2.41 -2.45 2.77
H -0.90 -1.97 3.58
H -1.12 -1.62 1.85
H -4.06 -0.95 2.35
H -3.19 0.31 1.45
H -4.00 0.69 2.98
H -2.94 1.94 4.35
H -2.06 2.35 2.87
H -1.26 2.49 4.46
C -1.78 -0.04 -1.23
S -0.42 0.82 -0.49
O 0.77 0.01 -0.73
O -0.36 2.12 -1.18
O -0.74 0.96 0.94
H -1.58 -0.14 -2.29
H -2.68 0.55 -1.07
H -1.86 -1.02 -0.76
C -1.57 -5.64 -2.05
C -0.91 -5.62 -0.67
C -2.03 -5.65 0.38
C -0.05 -6.87 -0.51
Sb 0.09 -3.67 -0.43
C 1.40 -3.56 -2.21
C 2.52 -2.56 -1.92
C 0.52 -2.96 -3.31
C 1.99 -4.88 -2.67
C 1.51 -4.04 1.22
C 0.73 -4.63 2.39
C 2.03 -2.67 1.63
C 2.68 -4.96 0.89
H -2.23 -6.51 -2.13
H -0.85 -5.70 -2.86
H -2.18 -4.75 -2.21
H -2.63 -6.56 0.25
H -2.70 -4.79 0.26
H -1.65 -5.64 1.40
H -0.66 -7.77 -0.68
H 0.36 -6.96 0.50
H 0.78 -6.90 -1.21
H 2.13 -1.61 -1.55
H 3.06 -2.36 -2.86
H 3.25 -2.95 -1.21
H 0.15 -1.97 -3.03
H -0.34 -3.59 -3.56
H 1.12 -2.85 -4.23
H 2.61 -5.35 -1.91
H 2.64 -4.70 -3.54
H 1.23 -5.60 -2.98
H -0.17 -4.05 2.63
H 1.36 -4.63 3.29
H 0.42 -5.66 2.21
H 1.23 -1.98 1.91
H 2.59 -2.19 0.83
H 2.70 -2.77 2.49
H 2.36 -5.95 0.56
H 3.29 -5.10 1.79
H 3.33 -4.55 0.12
*
```

E_HOMO: -7.57 eV
HOMO-LUMO gap: 8.141 eV